# 1
{
  "formula": "C34H57BaN3O2SeSi",
  "method": "wB97M-V/def2-TZVPD",
  "species": ["O", "O", "C", "C", "H", "H", "H", "H", "H", "C", "C", "H", "H", "H", "H", "H", "C", "C", "C", "H", "H", "H", "H", "H", "C", "H", "H", "H", "H", "H", "H", "N", "C", "C", "C", "C", "H", "H", "H", "C", "H", "H", "H", "N", "C", "C", "C", "C", "H", "C", "H", "C", "H", "C", "C", "C", "C", "C", "C", "H", "C", "H", "C", "H", "C", "C", "Ba", "H", "H", "H", "H", "H", "H", "H", "H", "H", "H", "H", "H", "H", "C", "Si", "H", "H", "C", "C", "C", "H", "H", "H", "H", "H", "H", "H", "H", "H", "Se", "C", "N"],
  "xyz": [[0.4093, -2.7320, -1.6864], [-1.0469, -2.0112, -3.4623], [1.7305, -2.7327, -2.3815], [2.7398, -3.3884, -1.4741], [1.9531, -1.6718, -2.5867], [1.5772, -3.2791, -3.3242], [2.8615, -2.8455, -0.5284], [3.6837, -3.3514, -2.0102], [2.5059, -4.4396, -1.2735], [-0.2765, -4.0777, -1.6004], [-0.2143, -4.9271, -2.8491], [-1.3049, -3.8405, -1.2935], [0.2734, -4.5316, -0.7752], [-0.6162, -4.4508, -3.7512], [-0.8411, -5.7975, -2.6428], [0.7910, -5.3113, -3.0417], [-2.5183, -1.8896, -3.1157], [-0.4450, -1.3874, -4.6918], [-3.2263, -3.1117, -3.6294], [-2.8339, -0.9406, -3.5646], [-2.5200, -1.8265, -2.0200], [-3.1352, -3.2259, -4.7140], [-4.2770, -2.9729, -3.3794], [-2.8724, -4.0196, -3.1280], [-0.9093, -2.1688, -5.8887], [0.6335, -1.4678, -4.5157], [-0.7609, -0.3361, -4.6739], [-0.7216, -3.2456, -5.7867], [-0.3260, -1.8004, -6.7305], [-1.9662, -1.9855, -6.0934], [-0.3945, -2.0648, -2.5708], [1.7569, 1.1536, 2.0293], [1.4865, 2.3748, 2.4272], [0.3095, 3.1206, 2.1852], [-1.0245, 2.8063, 1.8088], [2.6778, 3.0474, 3.0459], [3.4410, 3.1536, 2.2645], [3.0513, 2.4419, 3.8728], [2.3251, 4.0141, 3.3944], [-2.0360, 3.8859, 1.5986], [-2.8264, 3.7470, 2.3479], [-2.4653, 3.7713, 0.5934], [-1.5606, 4.8570, 1.7151], [-1.5377, 1.5851, 1.6135], [2.8064, 0.2959, 2.3422], [3.8139, 0.2118, 1.3636], [3.7429, 0.9338, 0.0552], [4.9687, -0.4799, 1.6968], [5.7597, -0.5014, 0.9593], [5.1247, -1.0989, 2.9206], [6.0233, -1.6300, 3.1578], [4.1450, -1.0436, 3.8803], [4.2303, -1.4783, 4.8631], [2.9953, -0.3402, 3.5856], [2.0609, -0.1833, 4.7403], [-2.7341, 1.0650, 2.0609], [-3.7797, 0.8343, 1.1344], [-3.6479, 1.1861, -0.3144], [-4.9939, 0.3909, 1.6349], [-5.8201, 0.2656, 0.9405], [-5.1710, 0.1059, 2.9794], [-6.1145, -0.2468, 3.3574], [-4.1498, 0.2706, 3.8821], [-4.2393, 0.1012, 4.9459], [-2.9362, 0.7880, 3.4542], [-2.0180, 1.2035, 4.5065], [-0.2185, -0.8641, 1.0141], [3.7418, 0.2046, -0.7645], [4.6481, 1.5425, -0.0696], [2.8746, 1.5967, -0.0631], [1.6718, 0.8549, 4.6928], [2.4926, -0.2884, 5.7486], [1.3953, -1.1355, 4.6334], [-4.2690, 0.5023, -0.9059], [-2.6228, 1.1168, -0.6964], [-4.0189, 2.2038, -0.5235], [-0.9506, 0.7813, 3.8831], [-2.1140, 0.5639, 5.4265], [-1.6081, 2.2085, 4.5893], [0.4851, 4.1977, 2.3118], [0.3506, 0.5804, -1.2114], [0.4148, 2.2877, -1.8615], [1.2286, 0.1852, -0.6739], [-0.6222, 0.1144, -1.0362], [1.7008, 2.0399, -3.1877], [1.0089, 3.7196, -0.8357], [-1.2749, 2.7188, -2.5158], [-1.7823, 1.8523, -2.9626], [-1.1185, 3.4789, -3.2933], [-1.9119, 3.1497, -1.7304], [2.5933, 1.5490, -2.7782], [1.9598, 3.0411, -3.5472], [1.2873, 1.4341, -4.0028], [1.8435, 3.4832, -0.1619], [0.1951, 4.1585, -0.2418], [1.3601, 4.4752, -1.5554], [-0.2674, -0.0065, 6.4348], [0.0512, -0.2732, 4.6224], [-0.1405, -0.2504, 3.4034]],
  "forces_ev_per_angstrom": [[-0.526, -0.383, -0.744], [-0.351, 0.332, 0.202], [-0.866, -0.242, 0.662], [0.184, 0.104, -0.260], [-0.239, -0.344, 0.282], [0.282, 0.194, 0.227], [-0.079, -0.075, -0.230], [0.323, -0.119, 0.135], [0.034, 0.183, -0.021], [1.248, 1.166, 0.235], [-0.127, -0.309, 0.012], [0.350, -0.053, -0.080], [-0.440, -0.410, -0.014], [0.192, 0.002, 0.345], [0.007, -0.072, -0.067], [-0.125, 0.132, -0.004], [1.551, 0.222, -0.585], [-0.664, -0.194, 1.144], [-0.264, 0.068, 0.099], [-0.122, -0.246, 0.256], [-0.116, 0.190, -0.349], [-0.037, 0.015, 0.301], [-0.164, -0.189, -0.070], [-0.085, 0.196, -0.159], [0.127, 0.188, -0.160], [-0.363, 0.172, -0.043], [0.261, -0.253, -0.119], [-0.049, 0.310, 0.025], [-0.088, -0.060, -0.236], [0.140, -0.092, -0.072], [0.032, -0.068, -0.358], [-2.428, -1.132, -0.394], [0.972, -1.743, -0.513], [-0.626, 0.780, -0.311], [-0.062, -1.910, 0.224], [-0.679, 0.760, 0.124], [0.027, 0.078, 0.338], [0.179, 0.190, -0.047], [0.567, 0.238, 0.245], [0.185, 0.491, 0.483], [0.001, 0.213, -0.211], [0.081, 0.160, 0.310], [-0.295, 0.267, -0.031], [2.512, -0.541, 0.238], [0.318, 1.755, -0.112], [0.252, -0.440, 0.606], [0.123, 0.312, -0.440], [-0.127, -0.083, -0.467], [0.227, -0.100, 0.029], [0.644, -0.536, 0.188], [0.551, -0.159, -0.093], [-0.216, 0.147, -0.908], [0.269, -0.150, 0.050], [-0.137, 0.302, 0.672], [1.819, -0.336, -0.112], [-0.770, 0.559, -0.200], [0.294, -0.122, 0.915], [-0.120, -0.041, -0.465], [-0.357, -0.380, -0.277], [-0.061, -0.025, 0.064], [-0.482, -0.479, 0.098], [-0.406, -0.080, -0.149], [0.284, -0.030, -0.607], [-0.350, -0.072, 0.003], [-0.691, 1.714, -0.101], [1.978, -1.006, -1.700], [-0.007, 1.302, 1.080], [-0.063, 0.148, -0.057], [-0.149, -0.079, -0.045], [0.272, -0.403, 0.214], [-0.090, -0.994, 0.182], [0.228, -0.033, -0.517], [1.250, 1.549, 0.658], [-0.039, 0.098, -0.038], [-0.094, 0.140, 0.237], [0.224, -0.250, 0.047], [-4.002, 2.321, 1.705], [-0.495, 1.623, -1.332], [-0.928, 0.394, 0.284], [-0.189, -0.401, -0.061], [-0.221, -0.202, -0.269], [0.224, -2.024, 0.631], [-0.365, 0.039, -0.324], [0.126, 0.373, -0.324], [0.081, 0.920, -0.544], [0.060, 0.596, -0.005], [-0.120, 0.387, -0.388], [0.073, 0.203, 0.078], [-0.327, -0.039, 0.028], [0.158, -0.135, -0.248], [-0.225, 0.120, -0.055], [0.404, -0.154, -0.465], [0.168, 0.092, 0.057], [-0.285, 0.048, -0.172], [0.343, -0.115, -0.143], [-0.033, 0.035, 0.205], [1.059, -1.022, 0.030], [-2.096, -0.923, -2.247], [1.558, -2.577, 3.991]],
  "lowdin_charge": [-0.28, -0.17, -0.20, -0.05, 0.12, 0.11, 0.09, 0.09, 0.08, -0.17, -0.07, 0.12, 0.12, 0.06, 0.10, 0.09, -0.11, -0.13, -0.05, 0.14, 0.13, 0.08, 0.10, 0.08, -0.06, 0.12, 0.13, 0.09, 0.09, 0.08, 0.09, 0.01, -0.36, -0.05, -0.35, -0.01, 0.09, 0.08, 0.07, -0.02, 0.10, 0.07, 0.07, -0.04, -0.25, -0.23, -0.05, -0.07, 0.11, -0.10, 0.09, -0.05, 0.11, -0.20, -0.20, -0.28, -0.25, -0.07, -0.09, 0.10, -0.11, 0.09, -0.06, 0.11, -0.24, -0.21, 1.73, 0.07, 0.09, 0.04, 0.08, 0.08, 0.10, 0.07, 0.03, 0.09, 0.03, -0.05, 0.08, 0.10, -0.43, 0.32, -0.12, -0.18, -0.21, -0.17, -0.18, 0.01, 0.03, 0.02, 0.02, 0.02, 0.01, 0.02, 0.02, 0.03, 0.67, -0.83, -0.26],
  "spin_multiplicity": 1,
  "molar_mass_g_mol": 784.22,
  "total_charge": 0,
  "total_energy_ev": -118655.4995,
  "lumo_ev": -0.764
}

***

# 2
{
  "formula": "C4H8O2",
  "method": "wB97M-V/def2-TZVPD",
  "species": ["C", "C", "O", "C", "C", "O", "H", "H", "H", "H", "H", "H", "H", "H"],
  "xyz": [[1.8103, 0.5701, 0.0721], [0.9474, -0.5915, 0.5337], [-0.0400, -0.2639, 1.4765], [-0.5719, -0.7808, 0.2797], [-1.3157, 0.0215, -0.7198], [-2.4533, 0.6070, -0.1357], [1.2329, 1.5045, 0.0842], [2.2124, 0.4001, -0.9296], [2.6844, 0.7474, 0.7223], [0.9462, -1.6047, 0.1495], [-1.0341, -1.7614, 0.5105], [-1.6649, -0.6491, -1.5195], [-0.6379, 0.7536, -1.1803], [-2.1158, 1.0473, 0.6563]],
  "forces_ev_per_angstrom": [[-0.211, -0.209, -0.171], [-1.260, 0.030, -1.628], [-0.086, -0.226, 0.641], [-0.562, 0.655, -0.041], [0.116, 0.223, -0.095], [-0.250, 0.522, 0.162], [0.055, -0.259, -0.122], [-0.124, 0.005, 0.002], [-0.441, -0.380, -0.022], [2.642, -0.980, 1.559], [0.585, 0.256, -0.538], [0.132, 0.166, 0.257], [-0.256, 0.159, 0.051], [-0.341, 0.038, -0.054]],
  "nbo_charge": [-0.65, 0.00, -0.48, 0.04, -0.11, -0.70, 0.22, 0.22, 0.23, 0.23, 0.18, 0.19, 0.16, 0.47],
  "spin_multiplicity": 1,
  "molar_mass_g_mol": 88.11,
  "total_charge": 0,
  "total_energy_ev": -8369.5668,
  "lumo_ev": 1.023,
  "de_lowest_kj_mol": 358.4
}